Record 1
Below is a molecular structure, C14H33ClIN2O2P2Tl in a non-equilibrium geometry, with properties calculated with ωB97M-V/def2-TZVPD.

The HOMO-LUMO gap (spin up / spin down) is 3.78 / 3.76 eV. Its charge is +2. Its total energy is -2425.549477 Ha.

Each line ends with the natural charge from an NBO analysis.
Geometry (Å):
C1 0.029594 0.354777 -3.844930  -0.862
C2 -0.066775 0.594880 -2.450717  0.888
H1 0.064958 1.290819 -4.442361  0.338
H2 -0.843624 -0.211914 -4.251012  0.320
H3 0.945836 -0.198702 -4.162458  0.330
O1 0.003262 1.505384 -1.689458  -0.340
I1 -0.539243 -1.907949 1.561221  0.526
Tl1 0.278049 -2.982414 -2.967378  0.718
P1 2.557521 -1.093350 -1.465089  0.776
C3 3.268459 0.045590 -0.168459  -0.937
C4 3.486663 -2.662720 -1.047012  -0.919
H4 4.582872 -2.613153 -1.208122  0.260
H5 4.563304 -0.622005 -3.005032  0.262
H6 3.075351 -3.489790 -1.665886  0.238
H7 3.106506 -1.176505 -3.844715  0.231
H8 3.033741 -0.386675 0.823603  0.208
H9 3.253578 -2.892456 0.010613  0.232
C5 3.471300 -0.571384 -3.013213  -0.932
H10 4.379180 0.267624 -0.192545  0.260
H11 3.181776 0.456311 -3.230470  0.225
H12 2.688085 1.003483 -0.185053  0.239
P2 -2.366453 -1.142033 -1.472666  0.771
C6 -3.024992 -0.015701 -0.096440  -0.922
C7 -3.378659 -0.397075 -2.889204  -0.914
H13 -3.073787 -3.479484 -1.760844  0.249
H14 -4.527599 -2.563708 -1.221853  0.268
H15 -3.175111 -2.958756 -0.047545  0.225
C8 -3.426699 -2.665933 -1.089183  -0.900
H16 -3.071569 -0.896825 -3.814431  0.234
H17 -4.469236 -0.429236 -2.831294  0.265
H18 -4.119927 -0.000277 0.108299  0.260
H19 -2.679883 1.006375 -0.299334  0.230
H20 -3.075831 0.649105 -2.983900  0.223
H21 -2.497952 -0.319851 0.818430  0.210
Cl1 0.115273 -4.518713 -4.874527  -0.731
C9 1.107119 -0.825282 3.172858  -0.385
N1 0.488844 0.500231 3.160651  -0.418
C10 -0.013005 0.914300 4.426391  -0.217
C11 -0.012821 2.408376 4.541742  -0.419
C12 -0.717732 3.013526 3.386398  -0.220
N2 -0.458372 2.392330 2.132320  -0.390
C13 -0.932832 3.100443 0.938699  -0.422
C14 0.151384 1.162696 1.997836  0.790
O2 0.195602 0.585573 0.866520  -0.638
H22 1.748965 -1.028378 2.270087  0.261
H23 0.239036 -1.550627 3.186588  0.171
H24 1.703742 -0.954656 4.145812  0.319
H25 -1.001775 0.488239 4.590029  0.204
H26 0.628747 0.471653 5.190228  0.224
H27 1.005326 2.703327 4.528265  0.222
H28 -0.439697 2.713927 5.511168  0.262
H29 -0.474177 4.075078 3.326511  0.231
H30 -1.783836 2.987181 3.569853  0.208
H31 -2.047379 3.122063 1.038066  0.216
H32 -0.516332 4.132548 0.903427  0.231
H33 -0.618756 2.609691 0.009514  0.237

Atomic forces in eV per Å
C -0.214 -1.603 -3.069
C 0.890 5.707 4.106
H -0.099 -0.012 0.909
H 0.584 0.242 0.525
H -0.570 0.196 0.685
O -0.555 -5.006 -3.194
I -1.341 -1.723 -1.936
Tl -0.162 -0.682 -0.005
P 1.866 0.503 0.078
C 0.000 0.737 0.303
C -0.735 -0.246 -0.103
H -0.694 0.206 0.131
H -0.176 -0.132 0.317
H 0.372 0.378 0.383
H 0.093 -0.144 -0.084
H 0.228 0.068 -0.484
H 0.268 -0.034 -0.492
C -0.644 0.066 0.262
H -1.274 -0.412 -0.249
H 0.082 0.175 -0.037
H 0.633 -0.649 -0.120
P -3.205 1.159 0.277
C 0.575 -0.071 0.041
C 1.143 -0.225 -0.116
H -0.330 0.334 0.481
H 0.892 0.381 0.138
H -0.344 0.018 -0.544
C 1.128 -0.474 -0.298
H -0.190 0.004 -0.002
H 0.204 -0.233 0.426
H 0.735 -0.292 -0.541
H -0.157 -0.154 -0.023
H -0.067 0.043 0.003
H -0.466 0.256 -0.168
Cl -0.005 0.020 -0.144
C 1.991 3.157 -0.535
N 1.993 -1.212 -0.927
C -0.481 -0.139 1.498
C -0.030 -0.462 0.752
C -0.881 1.397 0.637
N 1.834 -2.103 -1.401
C -0.513 0.330 0.091
C -1.959 0.958 -0.219
O 0.795 -0.010 1.453
H -0.435 0.468 1.251
H -0.125 -0.783 1.269
H -1.090 -0.312 -1.365
H -0.359 0.006 -0.013
H -0.070 0.183 0.061
H 1.114 0.493 0.124
H 0.061 -0.024 -0.534
H 0.116 0.033 -0.128
H -0.549 -0.066 -0.047
H 0.823 0.281 -0.457
H -0.408 -0.642 0.279
H -0.294 0.044 0.754

=====

Record 2
Below is 3 unconnected molecules or ions with the total composition C14H33O11P in a non-equilibrium geometry, with properties calculated with ωB97M-V/def2-TZVPD.

The HOMO-LUMO gap is 9.26 eV. Its charge is 0. As for the SMILES: O=CO[C@H](O)P(O)O.COCCOCCOC.COCCOCCOC. Its total energy is -1722.107338 Ha.

Each line ends with the natural charge from an NBO analysis.
Geometry (Å):
O1 -0.889536 -2.915536 -1.231940  -0.530
C1 -1.323520 -2.765182 -2.328400  0.638
O2 -2.399828 -1.988122 -2.570573  -0.537
C2 -3.128045 -2.368942 -3.769911  0.034
O3 -3.794956 -1.243396 -4.253744  -0.695
P1 -4.435301 -3.699572 -3.469151  1.317
O4 -3.550474 -5.083648 -3.490890  -0.988
O5 -4.724623 -3.416832 -1.887621  -0.990
H1 -0.839438 -3.214352 -3.211064  0.106
H2 -2.418063 -2.654411 -4.556328  0.177
H3 -4.343518 -0.856925 -3.553123  0.482
H4 -2.616948 -4.981807 -3.720527  0.489
H5 -4.210095 -2.683404 -1.510411  0.503
C3 -1.108702 -1.950349 1.483863  -0.247
O6 -0.646439 -1.181163 2.574915  -0.560
C4 -0.277526 -1.913328 3.724780  -0.088
C5 0.992953 -1.362456 4.335232  -0.080
O7 2.168103 -1.583040 3.575086  -0.543
C6 2.356720 -0.885502 2.354219  -0.081
C7 2.623522 0.596736 2.481853  -0.100
O8 1.470708 1.311249 2.900245  -0.555
C8 1.729354 2.353758 3.810502  -0.244
H6 -2.161659 -2.232099 1.607778  0.164
H7 -1.009902 -1.335105 0.597129  0.194
H8 -0.507543 -2.851501 1.342909  0.177
H9 -0.132513 -2.972919 3.485302  0.172
H10 -1.083504 -1.835134 4.467324  0.171
H11 1.163273 -1.905886 5.268310  0.184
H12 0.873001 -0.308715 4.597168  0.181
H13 1.542013 -1.076245 1.653921  0.187
H14 3.256810 -1.328912 1.921737  0.188
H15 2.923198 0.968089 1.493295  0.191
H16 3.452769 0.756888 3.180497  0.169
H17 2.453366 2.050441 4.574156  0.167
H18 0.790271 2.599578 4.305423  0.191
H19 2.101431 3.248785 3.297498  0.162
C9 -1.285431 1.015405 -3.380083  -0.238
O9 -0.927806 1.660717 -2.177871  -0.552
C10 -0.849143 0.810772 -1.044036  -0.086
C11 0.312511 1.141692 -0.135389  -0.101
O10 1.595329 0.837521 -0.664440  -0.551
C12 2.112340 1.633290 -1.714177  -0.081
C13 2.512852 3.036350 -1.316458  -0.089
O11 1.388348 3.844980 -1.026219  -0.547
C14 1.560438 4.710847 0.072098  -0.246
H20 -2.363661 0.841589 -3.424486  0.167
H21 -1.000723 1.673523 -4.200453  0.191
H22 -0.761964 0.061312 -3.505164  0.153
H23 -0.773079 -0.235277 -1.354416  0.165
H24 -1.772089 0.929409 -0.459839  0.175
H25 0.214443 0.504307 0.745942  0.213
H26 0.258061 2.171920 0.218612  0.190
H27 1.443382 1.646598 -2.577664  0.185
H28 3.027748 1.122323 -2.025109  0.184
H29 3.058813 3.486608 -2.156870  0.173
H30 3.188728 2.985817 -0.455001  0.169
H31 2.062262 4.206757 0.905320  0.164
H32 0.570410 5.020296 0.404654  0.192
H33 2.132873 5.602203 -0.208409  0.167

Atomic forces in eV per Å
O 0.064 -0.053 -0.016
C 0.398 0.021 0.472
O -0.349 -0.698 -0.627
C -0.252 0.640 -0.091
O 0.270 0.135 0.246
P -0.692 -0.340 -0.199
O 0.475 0.352 -0.049
O 0.196 0.478 -0.054
H -0.255 0.077 -0.195
H -0.064 -0.074 0.107
H 0.032 -0.183 -0.185
H -0.077 -0.179 0.241
H 0.161 -0.419 0.142
C -0.040 0.103 0.293
O 0.095 0.047 -0.125
C -0.100 0.066 -0.006
C 0.017 0.051 0.148
O 0.096 -0.063 0.082
C -0.052 -0.085 -0.152
C 0.045 0.166 -0.143
O -0.015 -0.156 0.269
C -0.063 0.009 -0.127
H 0.026 -0.068 -0.013
H -0.069 -0.014 -0.022
H 0.004 -0.012 -0.003
H 0.013 0.013 -0.056
H 0.055 -0.116 0.068
H 0.002 -0.014 -0.007
H -0.063 0.033 -0.177
H -0.050 0.106 0.062
H 0.006 0.000 0.007
H 0.099 -0.074 0.047
H -0.048 -0.007 0.073
H 0.022 0.016 -0.005
H -0.019 0.036 -0.049
H 0.071 0.014 0.065
C -0.075 0.270 0.189
O 0.406 -0.059 -0.104
C -0.198 0.118 -0.075
C -0.101 0.075 0.129
O 0.058 -0.119 0.001
C 0.020 -0.067 -0.152
C -0.025 0.177 -0.137
O -0.062 -0.187 0.188
C -0.027 0.056 -0.111
H 0.002 -0.120 -0.080
H -0.044 0.032 0.008
H 0.008 -0.016 0.038
H 0.036 -0.007 -0.045
H 0.006 -0.159 0.065
H 0.004 0.075 0.016
H -0.016 0.033 -0.155
H -0.104 0.137 0.091
H 0.006 -0.005 0.006
H 0.136 -0.065 0.050
H -0.031 0.006 0.038
H 0.012 -0.002 -0.004
H -0.005 0.033 -0.041
H 0.054 -0.008 0.065